1.
Below is a 9-piece molecular cluster, C52H87BNO24P2 overall at a distorted geometry, with properties calculated with ωB97M-V/def2-TZVPD.

XYZ file:
```
167
Properties=species:S:1:pos:R:3:lowdin_charge:R:1
C -1.923 -6.549 2.463 -0.21
C -1.671 -5.362 1.515 -0.33
P -2.030 -5.521 -0.401 0.61
C -3.858 -5.927 -0.064 -0.25
C -4.879 -4.918 -0.568 -0.28
O -6.180 -5.586 -0.611 -0.10
C -2.277 -5.450 -2.356 -0.13
B -3.089 -6.566 -3.071 -0.72
O -2.422 -7.511 -3.916 0.07
O -4.453 -6.697 -3.009 0.15
P -1.220 -7.661 -0.405 0.86
C -0.093 -7.785 -1.857 -0.32
O -2.459 -8.704 -0.935 -0.39
O -2.448 -3.781 -0.319 -0.28
C -1.391 -2.921 -0.549 -0.34
C -1.700 -1.894 -1.631 -0.12
C -2.837 -0.974 -1.217 -0.24
O -2.625 -0.436 0.091 -0.08
C -0.062 -3.725 -0.741 -0.34
C 0.892 -3.310 -1.867 -0.12
C 1.946 -2.286 -1.388 -0.16
C 1.999 -1.008 -2.233 -0.22
N 1.271 0.110 -1.592 -0.06
C 2.116 0.909 -0.724 -0.18
C 1.297 1.882 0.095 -0.14
C 1.479 1.969 1.470 -0.03
C 0.702 2.795 2.261 -0.07
C -0.282 3.576 1.682 -0.07
C -0.455 3.526 0.313 -0.05
C 0.326 2.696 -0.467 -0.26
O 0.116 2.678 -1.844 0.03
O -0.319 -5.091 -0.665 -0.32
H -2.157 -6.151 3.460 0.05
H -1.054 -7.186 2.595 0.03
H -2.794 -7.148 2.191 0.04
H -2.317 -4.557 1.868 0.07
H -0.652 -5.028 1.700 0.05
H -4.011 -5.957 1.015 0.07
H -4.186 -6.888 -0.457 0.07
H -4.977 -4.089 0.130 0.10
H -4.661 -4.586 -1.578 0.09
H -6.851 -4.946 -0.366 0.06
H -1.333 -5.386 -2.876 0.03
H -2.780 -4.500 -2.552 0.07
H -2.381 -7.137 -4.804 0.07
H -4.732 -7.411 -3.592 0.10
H -0.269 -8.741 -2.350 0.03
H -0.225 -6.986 -2.581 -0.01
H 0.920 -7.730 -1.464 0.02
H -3.048 -8.801 -0.179 0.01
H -1.208 -2.302 0.342 0.13
H -1.912 -2.361 -2.597 0.11
H -0.811 -1.278 -1.778 0.10
H -2.876 -0.122 -1.901 0.10
H -3.803 -1.480 -1.287 0.11
H -2.920 -1.131 0.690 0.08
H 0.486 -3.500 0.178 0.09
H 1.409 -4.224 -2.160 0.11
H 0.399 -2.945 -2.767 0.08
H 2.935 -2.746 -1.409 0.10
H 1.743 -2.008 -0.355 0.10
H 3.042 -0.708 -2.418 0.10
H 1.535 -1.161 -3.206 0.11
H 0.912 0.683 -2.342 0.09
H 2.575 0.215 -0.020 0.12
H 2.925 1.428 -1.259 0.12
H 2.224 1.348 1.952 0.11
H 0.840 2.829 3.336 0.08
H -0.895 4.229 2.285 0.09
H -1.215 4.126 -0.172 0.10
H 0.216 3.580 -2.165 0.11
O -1.735 5.541 4.407 0.11
C -2.874 5.741 4.103 -0.49
O -3.870 4.877 4.409 0.03
C -5.110 5.312 3.825 -0.15
C -4.939 6.809 3.593 -0.14
C -3.440 6.910 3.316 -0.07
H -5.262 4.763 2.894 0.09
H -5.918 5.072 4.511 0.13
H -5.571 7.190 2.793 0.12
H -5.182 7.355 4.505 0.12
H -3.206 6.757 2.261 0.12
H -3.000 7.843 3.654 0.12
O -0.747 -4.378 -4.694 0.13
C -1.066 -3.713 -5.631 -0.44
O -0.309 -2.645 -6.028 0.01
C -0.944 -1.960 -7.113 -0.17
C -1.873 -2.988 -7.744 -0.15
C -2.281 -3.834 -6.538 -0.06
H -1.486 -1.099 -6.711 0.12
H -0.174 -1.602 -7.794 0.12
H -2.711 -2.535 -8.270 0.11
H -1.323 -3.605 -8.453 0.10
H -3.151 -3.398 -6.042 0.14
H -2.474 -4.867 -6.799 0.10
O -5.700 4.836 -1.953 0.12
C -5.035 4.257 -1.143 -0.48
O -5.262 4.372 0.190 0.02
C -4.251 3.656 0.925 -0.16
C -3.694 2.625 -0.044 -0.14
C -3.844 3.348 -1.381 -0.06
H -3.492 4.376 1.247 0.11
H -4.709 3.211 1.806 0.12
H -2.679 2.317 0.189 0.10
H -4.315 1.731 -0.034 0.12
H -2.978 3.973 -1.611 0.12
H -4.037 2.676 -2.212 0.13
O 0.970 -3.382 2.380 0.13
C 0.636 -2.928 3.431 -0.46
O -0.460 -3.357 4.105 0.03
C -0.675 -2.553 5.271 -0.16
C 0.680 -1.933 5.594 -0.15
C 1.293 -1.793 4.203 -0.07
H -1.428 -1.797 5.034 0.13
H -1.057 -3.192 6.065 0.12
H 0.604 -0.998 6.146 0.11
H 1.273 -2.630 6.190 0.11
H 1.017 -0.851 3.725 0.12
H 2.373 -1.905 4.193 0.12
O -1.098 -6.070 -8.262 0.10
C -0.353 -6.559 -7.453 -0.48
O -0.797 -6.864 -6.228 0.01
C 0.274 -7.315 -5.381 -0.14
C 1.342 -7.807 -6.359 -0.13
C 1.122 -6.886 -7.564 -0.06
H 0.605 -6.470 -4.775 0.12
H -0.108 -8.086 -4.719 0.11
H 2.347 -7.768 -5.945 0.11
H 1.132 -8.839 -6.645 0.12
H 1.685 -5.955 -7.476 0.13
H 1.340 -7.354 -8.521 0.12
O 1.227 2.877 5.466 0.11
C 2.131 3.658 5.522 -0.49
O 3.427 3.296 5.368 0.02
C 4.287 4.440 5.551 -0.15
C 3.400 5.649 5.292 -0.15
C 2.037 5.153 5.766 -0.06
H 4.674 4.418 6.572 0.13
H 5.121 4.366 4.857 0.12
H 3.751 6.550 5.790 0.12
H 3.360 5.858 4.226 0.08
H 1.877 5.317 6.833 0.13
H 1.206 5.571 5.205 0.12
O 5.366 6.774 2.958 0.11
C 5.096 6.293 1.893 -0.47
O 5.851 6.522 0.796 0.02
C 5.241 5.920 -0.363 -0.14
C 4.333 4.828 0.187 -0.14
C 3.913 5.416 1.531 -0.07
H 4.685 6.695 -0.895 0.13
H 6.027 5.542 -1.012 0.13
H 3.503 4.590 -0.471 0.11
H 4.906 3.915 0.349 0.12
H 3.028 6.050 1.444 0.14
H 3.743 4.660 2.292 0.12
O 9.808 10.755 4.586 0.11
C 8.900 10.363 3.914 -0.49
O 9.004 9.281 3.109 0.03
C 7.793 9.105 2.346 -0.15
C 6.717 9.827 3.139 -0.16
C 7.508 10.961 3.790 -0.08
H 7.947 9.542 1.356 0.13
H 7.590 8.045 2.236 0.10
H 5.885 10.160 2.523 0.12
H 6.321 9.162 3.906 0.11
H 7.570 11.844 3.152 0.13
H 7.130 11.246 4.768 0.12
```

The total energy comes out at -125224.0871 eV. The value obtained for the LUMO energy is 1.272 eV. The total charge is -1.

2.
Below is a 5-piece molecular cluster, C52H90Br2Cl3NO23P6 overall at a distorted geometry, with properties calculated with ωB97M-V/def2-TZVPD.

XYZ file:
```
177
Properties=species:S:1:pos:R:3:lowdin_charge:R:1
C 3.092 -5.482 3.138 -0.11
C 3.258 -3.965 3.396 -0.24
C 3.299 -3.241 2.009 -0.18
C 1.874 -2.744 1.672 -0.18
O 1.620 -1.355 1.958 -0.07
C 1.451 -1.071 3.275 -0.25
C 2.489 -0.514 4.039 -0.43
Br 4.189 -0.116 3.245 0.89
C 2.335 -0.205 5.393 -0.28
O 3.363 0.345 6.130 -0.09
N 3.663 1.707 5.734 0.00
O 4.803 1.872 5.695 0.09
C 1.121 -0.481 6.064 -0.13
C 1.060 -0.114 7.541 -0.12
C 0.835 1.430 7.782 -0.67
C 2.074 2.142 8.389 -0.13
Cl 0.372 2.315 6.273 0.64
C 0.082 -1.032 5.310 -0.02
C 0.240 -1.302 3.941 0.00
C -0.973 -1.853 3.243 -0.26
O -0.950 -2.719 2.408 0.12
C -2.301 -1.260 3.699 -0.02
C -3.336 -0.953 2.775 -0.08
C -3.035 -1.206 1.294 -0.16
C -1.882 -0.232 0.842 -0.65
C -2.560 1.004 0.196 -0.10
Cl -0.952 -1.140 -0.420 0.63
C -4.536 -0.453 3.275 -0.21
C -5.689 -0.143 2.318 -0.14
C -5.882 1.385 2.105 -0.79
O -6.702 1.773 1.351 0.04
Br -4.818 2.718 3.075 0.72
C -4.755 -0.212 4.667 -0.34
P -6.424 0.478 5.102 0.89
C -7.680 -0.868 5.320 -0.27
C -6.404 1.640 6.533 -0.34
C -3.717 -0.528 5.554 -0.30
P -4.017 -0.287 7.365 0.65
O -3.954 -1.795 8.031 -0.33
Cl -2.385 0.815 8.085 0.31
C -2.481 -1.031 5.063 -0.06
C -1.273 -1.368 5.942 -0.28
O -1.342 -1.889 7.022 0.08
H 3.834 -5.866 2.426 0.07
H 3.208 -6.055 4.070 0.07
H 2.090 -5.725 2.755 0.08
H 4.114 -3.742 4.041 0.10
H 2.329 -3.665 3.906 0.09
H 3.534 -4.006 1.252 0.10
H 4.073 -2.477 1.924 0.05
H 1.727 -2.851 0.589 0.12
H 1.160 -3.430 2.138 0.11
H 2.061 -0.317 7.941 0.11
H 0.368 -0.729 8.117 0.10
H 0.032 1.551 8.510 0.02
H 2.816 1.437 8.778 0.08
H 1.756 2.761 9.242 0.08
H 2.539 2.845 7.690 0.04
H -2.743 -2.249 1.168 0.10
H -3.873 -0.995 0.626 0.10
H -1.259 0.072 1.687 0.10
H -2.774 0.824 -0.863 0.07
H -3.540 1.135 0.679 0.04
H -1.988 1.925 0.332 0.09
H -5.600 -0.661 1.361 0.12
H -6.636 -0.474 2.756 0.09
H -7.313 -1.754 4.790 0.04
H -7.981 -1.066 6.355 0.04
H -8.580 -0.540 4.782 0.03
H -5.539 2.307 6.514 0.03
H -6.422 1.088 7.482 -0.01
H -7.345 2.210 6.515 0.04
H -3.271 -1.835 8.716 0.04
C 1.054 5.144 -4.983 -0.08
C -0.316 5.428 -4.399 -0.29
O -1.364 4.788 -5.119 -0.20
P -1.763 3.214 -4.837 0.58
O -1.624 3.102 -3.358 -0.24
O -3.385 3.278 -4.986 -0.20
C -4.243 2.950 -3.895 -0.26
C -4.585 4.179 -3.069 -0.11
O -1.733 2.804 -6.415 -0.18
C -0.576 2.952 -7.230 -0.28
C 0.526 1.982 -6.856 -0.07
H 1.267 4.073 -4.979 0.06
H 1.830 5.651 -4.407 0.08
H 1.118 5.494 -6.015 0.08
H -0.338 5.159 -3.342 0.11
H -0.514 6.501 -4.452 0.12
H -3.802 2.167 -3.277 0.10
H -5.159 2.537 -4.323 0.12
H -3.689 4.727 -2.773 0.10
H -5.126 3.862 -2.201 0.05
H -5.195 4.858 -3.661 0.10
H -0.229 3.985 -7.222 0.10
H -0.896 2.751 -8.254 0.12
H 0.757 2.030 -5.788 0.06
H 1.431 2.190 -7.427 0.08
H 0.215 0.957 -7.064 0.08
C -9.013 6.849 3.743 -0.08
C -8.460 6.092 2.549 -0.29
O -8.439 6.880 1.363 -0.20
P -7.156 7.869 1.061 0.59
O -6.031 6.968 1.454 -0.24
O -7.069 7.708 -0.558 -0.21
C -5.915 7.128 -1.172 -0.27
C -6.082 5.630 -1.326 -0.10
O -8.074 9.197 0.793 -0.18
C -8.951 9.733 1.777 -0.28
C -8.209 10.362 2.941 -0.08
H -8.413 7.736 3.956 0.06
H -9.017 6.215 4.631 0.08
H -10.038 7.176 3.558 0.08
H -7.477 5.686 2.792 0.10
H -9.108 5.237 2.343 0.12
H -5.012 7.370 -0.612 0.11
H -5.809 7.589 -2.157 0.12
H -6.375 5.163 -0.382 0.09
H -5.143 5.137 -1.683 0.01
H -6.874 5.409 -2.044 0.09
H -9.663 8.975 2.107 0.10
H -9.542 10.501 1.275 0.12
H -7.474 9.672 3.364 0.06
H -8.907 10.664 3.722 0.08
H -7.660 11.243 2.607 0.08
C 6.338 -11.308 -2.243 -0.08
C 5.384 -10.185 -2.600 -0.29
O 5.381 -9.138 -1.636 -0.20
P 6.518 -7.944 -1.660 0.58
O 6.694 -7.690 -3.117 -0.23
O 5.616 -6.655 -1.233 -0.21
C 5.452 -5.540 -2.107 -0.29
C 4.226 -5.709 -2.982 -0.06
O 6.877 -8.100 -0.074 -0.18
C 7.350 -9.319 0.489 -0.28
C 8.756 -9.663 0.037 -0.08
H 7.363 -10.940 -2.163 0.06
H 6.312 -12.091 -3.003 0.08
H 6.069 -11.759 -1.286 0.08
H 5.607 -9.805 -3.599 0.11
H 4.365 -10.576 -2.635 0.12
H 6.348 -5.376 -2.704 0.11
H 5.325 -4.655 -1.479 0.11
H 4.223 -6.672 -3.493 0.07
H 4.174 -4.917 -3.731 0.06
H 3.319 -5.675 -2.374 0.08
H 6.648 -10.129 0.290 0.10
H 7.348 -9.178 1.571 0.12
H 8.841 -9.642 -1.053 0.06
H 9.045 -10.649 0.399 0.08
H 9.467 -8.931 0.424 0.08
C 8.680 0.119 -7.311 -0.08
C 7.817 0.050 -6.065 -0.29
O 6.426 -0.006 -6.357 -0.23
P 5.664 -1.442 -6.740 0.63
O 6.393 -2.287 -5.743 -0.23
O 4.250 -1.210 -5.954 -0.21
C 3.866 -2.086 -4.893 -0.29
C 4.366 -1.575 -3.555 -0.07
O 4.978 -0.697 -8.034 -0.19
C 5.741 -0.108 -9.079 -0.28
C 6.454 -1.139 -9.933 -0.08
H 8.520 -0.756 -7.946 0.06
H 9.737 0.161 -7.045 0.08
H 8.446 1.007 -7.901 0.07
H 8.126 -0.790 -5.441 0.10
H 7.972 0.954 -5.472 0.12
H 4.217 -3.100 -5.081 0.09
H 2.775 -2.126 -4.887 0.12
H 5.433 -1.353 -3.589 0.07
H 4.187 -2.310 -2.769 0.07
H 3.864 -0.645 -3.280 0.08
H 6.427 0.635 -8.679 0.09
H 5.033 0.441 -9.703 0.13
H 7.043 -1.826 -9.319 0.06
H 7.111 -0.652 -10.654 0.08
H 5.730 -1.744 -10.480 0.08
```

The SMILES is CCCCOc1c(Br)c(ON=O)c(C[C@@H](C)Cl)c2c1C(=O)c1c(C[C@H](C)Cl)c(CC(=O)Br)c(P(C)C)c(P(O)Cl)c1C2=O.CCOP(=O)(OCC)OCC.CCOP(=O)(OCC)OCC.CCOP(=O)(OCC)OCC.CCOP(=O)(OCC)OCC. The total energy comes out at -337350.3134 eV. The value obtained for the LUMO energy is -0.879 eV.

| no. | HOMO-LUMO gap (eV) |
| --- | --- |
| 1 | 4.41 |
| 2 | 6.92 |